Entry 1:
Molecular formula: C43H67N8O4
Method: DFT, ωB97M-V with the def2-TZVPD basis set

ORCA input file:
```
! wB97M-V def2-TZVPD RIJCOSX def2/J DEFGRID3
* xyz 1 1
C -3.565 0.437 -3.082
C -3.559 1.599 -2.083
C -2.297 2.453 -2.202
N -1.207 1.809 -1.453
C 0.158 2.273 -1.709
C 0.307 3.719 -2.235
C 0.897 2.323 -0.411
N 1.820 1.457 -0.278
C 2.704 1.360 0.900
C 3.458 2.654 1.235
C 4.824 2.364 1.868
C 4.753 1.271 2.924
O 3.573 1.473 3.667
C 3.395 0.528 4.728
C 1.814 0.496 -1.415
C 3.109 -0.200 -1.778
C 4.254 0.622 -2.326
O 5.069 0.178 -3.080
O 4.290 1.932 -1.929
C 0.979 1.198 -2.514
C 1.751 1.671 -3.746
C 0.827 2.053 -4.911
C 1.303 3.258 -5.738
O 2.709 3.393 -5.743
C 3.209 4.513 -5.058
H -2.540 0.115 -3.281
H -4.124 -0.422 -2.721
H -3.989 0.765 -4.029
H -4.407 2.256 -2.278
H -3.649 1.219 -1.064
H -2.023 2.497 -3.257
H -2.494 3.471 -1.852
H -1.426 1.891 -0.466
H -0.128 3.850 -3.219
H 1.364 3.984 -2.276
H -0.172 4.407 -1.538
H 0.665 3.074 0.338
H 3.378 0.526 0.736
H 2.060 1.121 1.744
H 2.847 3.239 1.918
H 3.585 3.269 0.338
H 5.548 2.093 1.094
H 5.194 3.287 2.315
H 5.635 1.323 3.570
H 4.750 0.271 2.470
H 3.871 0.907 5.632
H 2.328 0.435 4.906
H 3.820 -0.434 4.445
H 1.171 -0.307 -1.055
H 3.493 -0.706 -0.887
H 2.887 -0.995 -2.488
H 4.402 2.009 -0.975
H 0.283 0.438 -2.870
H 2.361 0.827 -4.076
H 2.462 2.455 -3.504
H -0.170 2.274 -4.524
H 0.703 1.193 -5.568
H 0.997 3.102 -6.774
H 0.829 4.181 -5.394
H 3.095 4.432 -3.968
H 4.273 4.594 -5.268
H 2.720 5.441 -5.367
N 3.486 7.966 -6.892
C 3.427 9.138 -6.186
C 4.695 9.649 -6.120
C 5.552 8.750 -6.813
C 4.777 7.723 -7.279
H 2.702 7.379 -7.101
H 2.494 9.509 -5.799
H 4.978 10.567 -5.635
H 6.614 8.852 -6.958
H 5.031 6.848 -7.853
N 1.699 -2.695 3.502
C 2.245 -3.792 4.114
C 1.423 -4.146 5.149
C 0.340 -3.225 5.164
C 0.537 -2.343 4.137
H 2.086 -2.229 2.704
H 3.161 -4.230 3.759
H 1.576 -4.975 5.818
H -0.495 -3.220 5.844
H -0.050 -1.504 3.802
N -3.460 -2.804 7.067
C -4.367 -3.823 7.156
C -5.298 -3.647 6.166
C -4.935 -2.473 5.451
C -3.798 -1.978 6.030
H -2.669 -2.682 7.671
H -4.276 -4.580 7.916
H -6.145 -4.284 5.976
H -5.452 -2.043 4.610
H -3.203 -1.113 5.795
N -0.334 -2.526 0.032
C -0.139 -3.036 1.290
C 0.667 -4.136 1.173
C 0.966 -4.301 -0.208
C 0.335 -3.293 -0.885
H -0.894 -1.723 -0.187
H -0.591 -2.580 2.155
H 0.996 -4.761 1.986
H 1.572 -5.074 -0.650
H 0.300 -3.056 -1.935
N -4.017 -7.131 6.174
C -4.297 -8.041 7.156
C -3.826 -9.260 6.747
C -3.239 -9.077 5.465
C -3.374 -7.754 5.140
H -4.247 -6.154 6.205
H -4.807 -7.747 8.058
H -3.895 -10.180 7.302
H -2.774 -9.832 4.854
H -3.068 -7.205 4.266
N -7.059 -1.919 -0.989
C -7.261 -3.266 -1.123
C -7.403 -3.539 -2.456
C -7.289 -2.306 -3.156
C -7.076 -1.327 -2.224
H -6.932 -1.440 -0.119
H -7.288 -3.913 -0.263
H -7.579 -4.511 -2.884
H -7.360 -2.158 -4.220
H -6.942 -0.264 -2.333
*
```

Properties
calculated total energy: -65779.0841 eV
energy relative to the best compared isomer or geometry (same formula, charge and spin): 7.3 kcal/mol
F_max: 1.020 eV/A
HOMO energy: -9.3 eV

Löwdin population analysis, charges in e, atoms 1 to 5: -0.0936 -0.2357 -0.2236 0.0263 -0.4068

***

Entry 2:
Molecular formula: C2H3BrFN
Method: DFT, ωB97M-V with the def2-TZVPD basis set

ORCA input file:
```
! wB97M-V def2-TZVPD RIJCOSX def2/J DEFGRID3
* xyz 0 1
F -1.714 -2.066 0.094
C -1.317 -0.660 -0.038
Br -2.948 0.349 0.013
C -0.038 -0.205 0.475
N -0.379 -0.467 -0.995
H -0.243 0.735 0.854
H 0.768 -0.671 0.985
H -0.549 0.028 -1.839
*
```

Properties
calculated total energy: -76370.5998 eV
energy relative to the best compared isomer or geometry (same formula, charge and spin): 8.1 kcal/mol
F_max: 4.340 eV/A
HOMO energy: -10.4 eV

Löwdin population analysis, charges in e, atoms 1 to 5: -0.1061 -0.9355 0.7442 -0.0435 0.0739

***

Entry 3:
Molecular formula: C14H15N3O
Method: DFT, ωB97M-V with the def2-TZVPD basis set

ORCA input file:
```
! wB97M-V def2-TZVPD RIJCOSX def2/J DEFGRID3
* xyz 0 1
C 2.960 -1.812 -1.149
C 1.790 -1.325 -0.062
C 1.674 -2.579 1.038
N 1.830 -3.461 1.991
C 2.329 0.063 0.699
C 1.676 0.171 2.192
N 1.201 0.309 3.411
C 2.186 1.371 -0.258
C 1.173 2.548 0.250
C -0.379 2.332 -0.335
O -0.573 2.177 -1.675
N -1.626 2.348 0.525
C -2.344 1.035 0.149
C -3.485 0.935 -1.052
C -4.104 -0.584 -1.340
C -3.597 -1.913 -0.467
C -2.478 -1.785 0.749
C -1.870 -0.289 1.031
H 3.575 -0.893 -1.584
H 3.751 -2.528 -0.620
H 2.481 -2.455 -2.030
H 0.758 -1.173 -0.593
H 3.497 -0.128 0.855
H 3.253 1.809 -0.514
H 1.751 0.985 -1.300
H 1.200 2.787 1.395
H 1.540 3.549 -0.288
H -2.246 3.162 0.234
H -3.839 1.881 -1.671
H -4.923 -0.699 -2.181
H -4.020 -3.006 -0.668
H -2.071 -2.677 1.388
H -1.074 -0.157 1.879
*
```

Properties
calculated total energy: -21263.4979 eV
energy relative to the best compared isomer or geometry (same formula, charge and spin): 361.9 kcal/mol
F_max: 12.597 eV/A
HOMO energy: -8.5 eV

Löwdin population analysis, charges in e, atoms 1 to 5: -0.1037 -0.2665 -0.1232 0.0813 -0.2500

***

Entry 4:
Molecular formula: C15H22MgN5O4S2
Method: DFT, ωB97M-V with the def2-TZVPD basis set

ORCA input file:
```
! wB97M-V def2-TZVPD RIJCOSX def2/J DEFGRID3
* xyz 1 1
Mg 0.020 -0.498 1.306
C -2.609 -0.913 5.162
O -1.529 -1.827 4.839
C -0.951 -1.661 3.681
O -1.265 -0.791 2.859
N 0.025 -2.564 3.440
N 0.821 -2.350 2.298
H -2.933 -1.208 6.153
H -3.411 -1.028 4.439
H -2.238 0.108 5.159
H 0.398 -3.107 4.206
H 0.902 -3.226 1.792
H 1.764 -2.042 2.595
C -1.550 -2.180 -0.529
C -1.799 -2.806 -1.925
N -1.020 -2.103 -2.936
C 0.401 -2.273 -2.662
C 0.731 -1.786 -1.229
N -0.475 -1.154 -0.622
C -0.938 -0.068 -1.537
C -1.350 -0.681 -2.897
H -1.242 -2.937 0.198
H -2.443 -1.688 -0.139
H -2.855 -2.747 -2.189
H -1.514 -3.858 -1.938
H 0.966 -1.708 -3.402
H 0.660 -3.326 -2.781
H 1.538 -1.052 -1.221
H 1.031 -2.620 -0.589
H -0.122 0.646 -1.642
H -1.765 0.450 -1.053
H -0.833 -0.179 -3.715
H -2.421 -0.571 -3.069
O 1.618 2.307 -0.413
S 1.165 1.916 0.882
O -0.277 1.610 0.993
N 1.839 0.530 1.456
C 2.467 0.734 2.634
S 3.089 -0.444 3.606
C 2.487 2.181 3.018
C 3.116 2.771 4.100
C 2.984 4.143 4.268
C 2.238 4.913 3.378
C 1.605 4.330 2.289
C 1.747 2.965 2.148
H 3.696 2.170 4.787
H 3.473 4.626 5.103
H 2.158 5.980 3.535
H 1.034 4.916 1.582
*
```

Properties
calculated total energy: -58665.2548 eV
energy relative to the best compared isomer or geometry (same formula, charge and spin): 0.0 kcal/mol
F_max: 0.390 eV/A
HOMO energy: -11.4 eV

Löwdin population analysis, charges in e, atoms 1 to 5: 0.6717 0.0191 0.0306 -0.5425 0.0372